[1]
39
Properties=species:S:1:pos:R:3:lowdin_charge:R:1 method="wB97M-V/def2-TZVPD" e_tot_ha=-585.9413 e_homo_ha=-0.3244 homo_lumo_gap_ev=9.695 smiles="CC1(C)C=C[C@@]23CCC[C@@](C)(CC[C@@H]12)C3"
C -1.41784 -1.27200 -1.54302 -0.161
C -1.00321 0.88439 0.75508 -0.121
C -0.43037 -1.50600 2.65518 -0.040
C -1.24177 0.02653 -2.38923 -0.153
C 0.73825 -0.67334 2.12004 -0.502
C -0.08940 -1.63211 -0.85429 -0.113
C -0.31596 2.27406 -2.84314 -0.057
C 1.23257 0.12456 3.34354 -0.053
C 1.88114 -1.47000 1.54920 -0.019
C 0.95827 0.64504 -1.42659 -0.067
C 0.40488 0.28136 0.93795 -0.212
C -0.45492 1.17821 -1.76461 -0.501
C 2.00193 -1.23042 0.19473 -0.014
C 0.81749 -0.45450 -0.33438 -0.378
C -1.18497 1.75936 -0.51728 -0.103
H 1.65697 1.46176 -1.06211 0.145
H -0.27137 -2.35928 -0.05606 0.104
H -0.71434 -0.28022 -3.31502 0.124
H -2.23730 -1.18441 -0.81679 0.099
H 0.48841 -2.16730 -1.60297 0.115
H 1.45539 0.14092 -2.26944 0.126
H -2.26020 1.83246 -0.76861 0.125
H 0.20987 1.94795 -3.74425 0.083
H -1.68175 -2.05925 -2.25883 0.107
H 2.59006 -2.05856 2.16295 0.121
H 2.86667 -1.60357 -0.38434 0.118
H -1.73465 0.09337 0.67953 0.089
H 0.20378 3.11597 -2.41082 0.070
H -1.23269 1.46099 1.64418 0.111
H 0.48247 0.85574 3.69578 0.093
H -0.79327 2.74889 -0.26180 0.115
H -0.91941 -2.11893 1.89392 0.073
H -0.01577 -2.20184 3.35726 0.073
H -2.22726 0.39919 -2.66749 0.112
H -1.18076 -0.90109 3.16700 0.087
H 1.05088 1.14825 1.08224 0.144
H 1.58614 -0.53629 4.14122 0.084
H 2.11863 0.66958 3.04634 0.076
H -1.33657 2.66055 -3.13507 0.101


[2]
12
Properties=species:S:1:pos:R:3:lowdin_charge:R:1 method="wB97M-V/def2-TZVPD" e_tot_ha=-306.3204 e_homo_ha=-0.2849 homo_lumo_gap_ev=7.824
O 1.98656 1.02970 -0.10184 0.200
O -0.21916 -1.85321 -1.97080 -0.058
C 1.03390 0.36389 -0.08862 -0.235
C -0.25239 0.04409 0.33705 -0.222
C -0.64861 0.57994 1.71671 -0.075
C 0.32811 -0.78899 -2.14347 -0.198
H -0.46342 -1.02009 0.18225 0.106
H -1.73606 0.55331 1.80294 0.075
H -0.32391 1.61310 1.87820 0.079
H -0.24121 -0.02719 2.53714 0.082
H 0.94395 -0.68154 -3.08733 0.071
H -0.40775 0.18698 -1.06223 0.175


[3]
155
Properties=species:S:1:pos:R:3:lowdin_spin:R:1 method="wB97M-V/def2-TZVPD" e_tot_ha=-2750.8850 spin_multiplicity=2 e_homo_ha="-0.3583 / -0.3583" total_charge=+1 homo_lumo_gap_ev="6.715 / 4.744"
Na -1.67018 -3.35680 -3.10913 -0.002
O -1.07274 -2.77606 -0.47106 0.860
O -6.65500 -0.12452 0.11119 0.000
O -2.78513 0.97331 5.59903 0.000
O 3.38307 -2.99137 -4.46557 0.000
O 1.95597 3.25023 2.20790 0.000
O -4.37883 4.80044 -0.72112 0.000
O -1.10489 -4.01546 2.34266 0.000
O 1.74508 -5.08494 2.06834 0.000
O -2.52236 -1.24998 -3.80800 0.000
N 3.22545 3.14072 1.59650 0.000
N 1.23494 -7.76427 1.58010 0.000
N 0.31756 -1.68908 -4.53622 0.000
N -3.18135 4.76548 -1.34898 0.000
N -4.26050 -2.83194 -0.06386 0.006
N 2.74324 -4.42841 -1.12117 0.001
C 4.56556 2.06045 -0.10573 0.000
C 2.20036 2.15996 -0.42300 0.000
C -1.86323 1.54823 3.56327 0.000
C 2.67856 -2.06188 -1.67489 0.000
C 3.06100 -8.40610 3.14402 0.000
C -2.99698 2.30326 -0.82547 0.001
C 4.33800 -3.44911 -5.49535 0.000
C 4.37580 3.69766 2.37169 0.000
C 3.27031 1.96473 0.67611 0.000
C -3.06782 0.87412 4.24573 0.000
C -6.35989 1.27346 0.48735 0.000
C -1.73320 3.94053 0.47285 0.000
C 4.56709 2.83385 3.66789 0.000
C -0.94363 -1.32960 -0.32270 0.071
C -2.65218 6.07426 -1.93381 0.000
C 3.47172 -3.90424 -3.38566 0.000
C -0.62096 -4.55742 4.64698 0.000
C -0.59771 4.66632 -2.42716 0.000
C 4.10792 5.22690 2.71109 0.000
C -5.57305 -0.83209 -0.44378 0.000
C -2.05834 6.98716 -0.89341 0.000
C -1.50785 5.75273 -2.89387 0.000
C -1.66772 -0.27895 -4.52759 0.000
C -5.25609 -1.93300 0.55957 0.001
C 2.72370 -6.04592 2.49059 0.000
C -3.81755 6.76117 -2.67611 0.000
C -1.00658 -3.48301 3.64042 0.000
C 0.74523 0.69446 -4.49827 0.000
C 2.04073 -7.39224 2.77388 0.000
C -0.21936 -0.44634 -4.05998 0.000
C -1.21933 3.35489 -1.97126 0.000
C -2.28255 3.65021 -0.89878 0.000
C 5.63200 3.63718 1.49399 0.000
C 2.51255 -3.50716 -2.20968 0.000
C 5.79954 2.28972 0.74184 0.000
C -3.82920 -0.78540 -3.49533 0.000
C 2.16335 -3.74049 2.02891 0.001
C 3.12347 0.57096 1.35616 0.000
C -4.64199 -1.46777 1.88069 0.000
C -0.83922 -0.89352 1.09717 0.000
H 1.86200 2.57089 2.87965 0.000
H 5.12767 3.28204 4.48824 0.000
H 2.74460 -5.42427 -1.28959 0.000
H 1.79148 0.54035 -4.23421 0.000
H 0.69085 0.75219 -5.58538 0.000
H 0.09806 -1.18880 1.56878 0.000
H 1.32153 -7.22840 3.57637 0.000
H -1.40276 -3.30947 1.76434 -0.001
H 1.40786 -3.26244 1.40537 0.001
H 0.50600 1.66171 -4.05636 0.000
H 5.35320 -3.28026 -5.13625 0.000
H -1.98767 7.94114 -1.41592 0.000
H -3.95689 1.41622 3.92357 0.000
H -1.90339 -2.96428 3.97917 0.000
H -0.34731 -4.23642 5.65205 0.000
H -7.29682 1.82932 0.52348 0.000
H -4.46344 -1.29312 -2.76865 0.000
H -0.86750 4.59929 0.40426 0.000
H -0.39975 2.83535 -1.47480 0.000
H -2.00918 0.72625 -4.28045 0.000
H 6.52844 3.73848 2.10574 0.000
H 3.35228 5.38711 3.48014 0.000
H 3.63831 -4.24271 -0.69167 0.000
H -4.44314 -2.29621 2.56058 0.000
H 5.83195 1.50394 1.49656 0.000
H -1.13413 6.62503 -0.44307 0.000
H 0.49204 -1.57867 -5.52489 0.000
H 4.75712 1.11768 -0.61817 0.000
H -4.47875 -0.47412 -4.31343 0.000
H -0.88851 1.11767 3.79272 0.000
H 0.75817 -8.61548 1.84132 0.000
H 2.68053 -0.11344 0.63264 0.000
H 5.67892 4.39539 0.71231 0.000
H -1.35624 -5.35700 4.73725 0.000
H -5.79671 1.58925 -0.39084 0.000
H 6.68990 2.30217 0.11318 0.000
H -3.51211 7.69889 -3.14032 0.000
H 2.06377 -3.23695 2.99049 0.000
H 4.41786 -4.50914 -5.73633 0.000
H 3.57792 -8.10223 4.05427 0.000
H 2.45649 0.70995 2.20700 0.000
H -0.23198 -2.71638 3.62123 0.000
H 1.91334 -8.13764 0.93166 0.000
H -4.59208 -3.02309 -0.99853 0.000
H -0.11006 -0.94356 -0.90941 0.020
H 1.20821 -1.97235 -4.15333 0.000
H -0.77205 0.19231 1.16468 -0.001
H -4.85159 -0.13514 -0.87021 0.000
H -1.35127 3.04358 0.96042 0.000
H 1.20694 1.92440 -0.04128 0.000
H 1.49120 -3.56287 -2.58631 0.000
H 2.35162 1.46690 -1.25058 0.000
H 3.80727 5.91617 1.92203 0.000
H -5.93690 -1.34099 -1.33638 0.000
H -1.56959 2.80191 -2.84283 0.000
H 4.97692 5.73078 3.13422 0.000
H -4.13394 6.05657 -3.44523 0.000
H 0.31127 -4.95992 4.25069 0.000
H 3.75341 -8.65788 2.34074 0.000
H -5.33782 -0.85222 2.45079 0.000
H -3.70091 -0.92393 1.79881 0.000
H -2.76444 6.93223 -0.06485 0.000
H -2.04005 1.59122 2.48857 0.000
H -3.70048 2.26371 0.00617 0.000
H -2.24896 1.51395 -0.75087 0.001
H 3.35192 -5.78968 3.34370 0.000
H 3.47161 -6.13772 1.70300 0.000
H -4.64826 7.00042 -2.01220 0.000
H -0.96085 6.67368 -3.09573 0.000
H -3.55108 1.37423 6.01640 0.000
H 3.70247 -1.78792 -1.42062 0.000
H -1.67546 -0.34640 -5.61547 0.000
H 2.35007 -1.31649 -2.39917 0.000
H 2.47882 -9.32156 3.24941 0.000
H -1.65164 -1.28133 1.71173 0.000
H -5.69312 1.32767 1.34792 0.000
H 3.95453 0.05748 1.83966 0.000
H -1.83041 5.45361 -3.89116 0.000
H -4.91240 4.33763 -1.37128 0.000
H -0.07628 -0.41325 -2.97992 0.000
H 0.11358 4.60215 -3.25060 0.000
H 3.20809 -4.94742 -3.55999 0.000
H 4.46207 2.80263 -0.89728 0.000
H 3.11044 -3.61907 1.50319 0.000
H 5.04310 1.86563 3.51274 0.000
H -3.33341 -2.43422 -0.11321 0.004
H -3.50495 2.04831 -1.75556 0.000
H 3.56757 2.63911 4.05666 0.000
H -0.02383 5.06589 -1.59103 0.000
H -1.84729 -0.86226 -0.71399 0.035
H -6.13397 -2.49975 0.86976 0.000
H -1.79177 2.57272 3.92851 0.000
H 2.17639 -1.93710 -0.71554 0.000
H 4.49323 -3.91598 -3.00555 0.000
H 4.30301 -2.91914 -6.44719 0.000
H -3.66050 0.13814 -2.94151 0.000
H -3.07451 -0.18731 3.99790 0.000
H 2.16550 3.15754 -0.86087 0.000
H -2.44094 4.33948 1.19951 0.000